{
  "formula": "C36H26BrFeN10O2",
  "method": "the ωB97M-V functional and the def2-TZVPD basis",
  "species": ["Fe", "Br", "C", "C", "C", "C", "O", "C", "C", "N", "C", "C", "C", "C", "C", "C", "C", "C", "N", "C", "C", "H", "H", "H", "H", "H", "H", "H", "H", "H", "H", "C", "N", "C", "N", "C", "N", "C", "C", "C", "C", "C", "C", "C", "N", "N", "C", "O", "C", "C", "C", "C", "C", "C", "N", "C", "N", "C", "N", "C", "H", "H", "H", "H", "H", "H", "H", "H", "H", "H", "H", "H", "H", "H", "H", "H"],
  "coordinates": [[1.284, 0.238, 1.122], [1.402, 5.287, -4.080], [2.146, 4.145, -2.814], [1.336, 1.830, -3.157], [1.690, 0.480, -2.600], [2.076, 0.449, -1.317], [2.053, -0.562, -0.453], [2.254, 1.833, -0.670], [3.139, 1.720, 0.550], [2.658, 1.793, 1.731], [3.513, 1.467, 2.819], [4.361, 2.367, 3.394], [5.172, 1.975, 4.485], [5.122, 0.699, 4.963], [4.245, -0.249, 4.378], [4.188, -1.599, 4.793], [3.346, -2.464, 4.156], [2.533, -1.975, 3.116], [2.541, -0.728, 2.713], [3.410, 0.140, 3.315], [2.653, 4.282, -1.589], [1.066, 1.764, -4.210], [1.378, -0.412, -3.124], [4.185, 1.453, 0.380], [4.407, 3.379, 3.014], [5.842, 2.700, 4.926], [5.754, 0.390, 5.784], [4.824, -1.935, 5.602], [3.289, -3.507, 4.432], [1.856, -2.648, 2.602], [2.898, 5.111, -0.951], [-1.072, 2.567, -3.312], [0.095, 2.311, -2.468], [-0.012, 2.332, -1.135], [0.894, 2.152, -0.224], [2.977, 2.801, -1.612], [2.430, 2.765, -3.006], [-1.546, 1.333, -4.039], [-1.501, 1.262, -5.425], [-1.946, 0.125, -6.091], [-2.448, -0.945, -5.375], [-2.499, -0.878, -3.983], [-2.043, 0.252, -3.320], [-3.060, -2.000, -3.231], [-3.514, -3.121, -3.662], [-3.948, -3.827, -2.534], [-3.723, -3.065, -1.528], [-3.164, -1.876, -1.879], [-3.978, -3.309, -0.108], [-4.483, -4.540, 0.302], [-4.703, -4.771, 1.650], [-4.406, -3.787, 2.586], [-3.907, -2.558, 2.174], [-3.606, -1.488, 3.195], [-2.489, -0.646, 2.768], [-1.266, -1.008, 2.405], [-0.599, 0.054, 1.975], [-1.504, 1.067, 2.096], [-2.654, 0.682, 2.583], [-3.704, -2.319, 0.823], [-0.822, 3.350, -4.030], [-1.861, 2.966, -2.672], [-1.022, 2.525, -0.776], [4.041, 2.555, -1.627], [-1.117, 2.105, -5.988], [-1.904, 0.081, -7.171], [-2.806, -1.833, -5.878], [-2.081, 0.291, -2.238], [-4.692, -5.303, -0.435], [-5.093, -5.725, 1.977], [-4.562, -3.983, 3.640], [-3.364, -1.925, 4.164], [-4.437, -0.797, 3.335], [-0.910, -2.024, 2.439], [-1.279, 2.089, 1.838], [-3.329, -1.360, 0.488]],
  "s_squared": 6.0124,
  "total_energy_ha": -5923.01746,
  "e_homo_ev": [-10.76, -10.83],
  "multiplicity": 5,
  "total_charge": 1,
  "e_above_lowest_kcal_mol": 69.72
}

=====

{
  "formula": "C7H12N2",
  "method": "the ωB97M-V functional and the def2-TZVPD basis",
  "species": ["C", "C", "C", "C", "C", "C", "C", "H", "H", "H", "H", "H", "H", "H", "H", "H", "H", "H", "H", "N", "N"],
  "coordinates": [[2.272, -0.159, 0.556], [0.873, 0.003, -0.153], [0.321, -1.220, -0.846], [-1.196, -1.173, -0.819], [-1.670, 0.317, -0.571], [-0.453, 0.855, 0.237], [-0.847, 1.068, 1.656], [2.831, 0.784, 0.667], [2.777, -0.929, -0.163], [2.302, -0.674, 1.407], [1.839, -0.533, -2.142], [0.925, -2.233, -0.830], [-1.308, -1.928, 0.046], [-1.451, -1.734, -1.762], [-1.964, 0.979, -1.412], [-2.510, 0.614, 0.005], [-1.820, 0.428, 2.193], [0.079, 0.953, 2.357], [-1.506, 2.525, 0.428], [1.016, -0.191, -1.675], [-0.508, 2.248, 0.822]],
  "smiles": "C[C@@]12N[C@@H]1CC[C@@]21CN1",
  "total_energy_ha": -383.24381,
  "e_homo_ev": -8.74,
  "e_above_lowest_kcal_mol": 112.58
}

=====

{
  "formula": "C49H47FeN4O2SSi",
  "method": "the ωB97M-V functional and the def2-TZVPD basis",
  "species": ["Fe", "O", "C", "C", "C", "C", "C", "C", "C", "C", "C", "O", "C", "C", "C", "C", "C", "C", "C", "C", "C", "C", "C", "C", "N", "C", "C", "C", "C", "C", "C", "C", "C", "C", "C", "C", "C", "H", "H", "H", "H", "H", "H", "H", "H", "H", "H", "H", "H", "H", "H", "H", "H", "H", "H", "H", "H", "H", "H", "H", "H", "H", "H", "H", "C", "Si", "C", "C", "C", "C", "C", "C", "N", "C", "S", "H", "H", "H", "H", "H", "H", "H", "H", "H", "H", "H", "H", "N", "C", "C", "C", "C", "C", "C", "H", "H", "H", "H", "H", "C", "C", "N", "H", "H", "H"],
  "coordinates": [[-0.269, -0.125, 0.578], [1.577, 0.204, 0.884], [2.593, 0.705, 0.123], [2.076, 1.836, -0.799], [1.196, 1.352, -1.910], [1.461, 1.741, -3.220], [0.726, 1.196, -4.250], [-0.235, 0.250, -3.944], [-0.482, -0.053, -2.613], [-1.541, -1.024, -2.219], [-0.981, -2.251, -1.416], [-0.112, -1.869, -0.437], [-2.224, -2.942, -0.812], [-2.505, -2.603, 0.613], [-3.512, -3.495, 1.252], [-4.307, -4.320, 0.522], [-4.143, -4.429, -0.882], [-3.066, -3.759, -1.509], [-0.243, -3.254, -2.328], [0.612, -4.170, -1.711], [1.346, -5.079, -2.452], [1.250, -5.092, -3.844], [0.404, -4.193, -4.469], [-0.339, -3.286, -3.712], [0.196, 0.521, -1.606], [3.287, -0.460, -0.615], [3.520, -1.616, 0.130], [4.092, -2.736, -0.445], [4.453, -2.727, -1.792], [4.250, -1.577, -2.536], [3.679, -0.449, -1.946], [3.649, 1.346, 1.049], [3.397, 1.472, 2.408], [4.351, 2.026, 3.256], [5.574, 2.457, 2.757], [5.834, 2.330, 1.396], [4.879, 1.777, 0.556], [1.486, 2.489, -0.150], [2.900, 2.417, -1.222], [2.243, 2.465, -3.409], [0.910, 1.488, -5.278], [-0.819, -0.228, -4.720], [-2.197, -0.492, -1.538], [-2.140, -1.337, -3.076], [-1.568, -2.561, 1.172], [-3.627, -3.437, 2.329], [-5.062, -4.921, 1.020], [-4.788, -5.081, -1.458], [-2.865, -3.955, -2.559], [0.710, -4.122, -0.633], [2.010, -5.771, -1.948], [1.843, -5.786, -4.429], [0.323, -4.182, -5.550], [-0.997, -2.597, -4.226], [3.210, -1.627, 1.168], [4.243, -3.628, 0.153], [4.872, -3.613, -2.256], [4.517, -1.554, -3.587], [3.528, 0.434, -2.553], [2.448, 1.101, 2.776], [4.138, 2.112, 4.316], [6.321, 2.879, 3.420], [6.787, 2.654, 0.992], [5.097, 1.664, -0.501], [-4.306, 5.146, -1.376], [-3.485, 5.370, 0.281], [-2.735, 7.093, 0.298], [-4.925, 5.419, 1.504], [-2.227, 4.185, 0.983], [-2.018, 4.252, 2.350], [-1.092, 3.424, 2.976], [-0.458, 2.498, 2.173], [-0.617, 2.396, 0.853], [-1.433, 3.280, 0.206], [-1.472, 3.362, -1.515], [-5.069, 5.927, -1.488], [-4.786, 4.166, -1.449], [-3.577, 5.207, -2.182], [-3.464, 7.849, -0.017], [-1.878, 7.135, -0.380], [-2.383, 7.348, 1.302], [-5.656, 6.172, 1.189], [-4.605, 5.667, 2.520], [-5.429, 4.448, 1.544], [-2.591, 4.954, 2.951], [-0.901, 3.464, 4.041], [0.223, 1.773, 2.606], [-0.313, -0.673, 2.314], [0.452, -1.510, 3.018], [0.767, -1.246, 4.378], [1.555, -2.113, 5.111], [2.047, -3.286, 4.534], [1.750, -3.574, 3.199], [0.979, -2.707, 2.450], [0.378, -0.331, 4.811], [1.793, -1.881, 6.143], [2.660, -3.964, 5.116], [2.140, -4.479, 2.744], [0.762, -2.882, 1.399], [-4.457, -0.840, 0.495], [-2.966, -1.070, 0.594], [-2.151, -0.132, 0.583], [-4.899, -1.504, -0.255], [-4.640, 0.200, 0.232], [-4.939, -1.063, 1.452]],
  "s_squared": 8.9252,
  "total_energy_ha": -4216.31331,
  "e_homo_ev": [-1.41, -1.58],
  "multiplicity": 6,
  "total_charge": -2,
  "e_above_lowest_kcal_mol": 63.89
}

=====

{
  "formula": "C6H9N3O2",
  "method": "the ωB97M-V functional and the def2-TZVPD basis",
  "species": ["C", "C", "C", "C", "C", "C", "H", "H", "H", "H", "H", "H", "H", "H", "H", "N", "N", "N", "O", "O"],
  "coordinates": [[-0.559, 1.021, -0.914], [-1.059, 1.149, -2.393], [0.323, -0.234, -0.787], [0.731, -0.705, 0.625], [1.485, -1.758, 0.984], [0.835, -0.664, 2.816], [-2.361, 0.282, 0.039], [-1.264, 1.104, 0.976], [0.024, 1.893, -0.751], [1.176, 0.004, -1.435], [-0.121, -1.105, -1.301], [1.888, -2.540, 0.377], [0.926, -0.405, 3.888], [2.142, -2.166, 3.052], [-1.693, 2.359, -3.583], [-1.670, 1.029, 0.012], [0.306, -0.001, 1.817], [1.442, -1.827, 2.395], [-0.742, 0.304, -3.194], [-1.809, 2.261, -2.624]],
  "smiles": "N[C@@H](Cc1c[nH]cn1)C(=O)O",
  "total_energy_ha": -548.77777,
  "e_homo_ev": -8.73,
  "e_above_lowest_kcal_mol": 27.37
}

=====

{
  "formula": "C4H12NO2",
  "method": "the ωB97M-V functional and the def2-TZVPD basis",
  "species": ["C", "C", "C", "C", "N", "O", "O", "H", "H", "H", "H", "H", "H", "H", "H", "H", "H", "H", "H"],
  "coordinates": [[-1.447, 1.312, -0.379], [1.226, -1.564, -0.262], [1.461, 0.794, 0.397], [-0.941, -0.044, 0.076], [0.617, -0.181, -0.299], [-1.351, -1.136, -0.546], [-1.010, -0.067, 1.529], [-0.792, 2.086, -0.137], [-1.670, 1.288, -1.520], [-2.450, 1.587, 0.093], [2.245, -1.324, -0.563], [1.305, -1.910, 0.712], [0.767, -2.217, -0.858], [1.387, 1.808, -0.139], [1.229, 0.873, 1.407], [2.534, 0.436, 0.279], [0.756, 0.128, -1.273], [-2.371, -1.105, -0.380], [-1.496, -0.763, 1.862]],
  "s_squared": 2.0061,
  "total_energy_ha": -364.24727,
  "e_homo_ev": [-7.54, -17.13],
  "multiplicity": 3,
  "total_charge": 1,
  "e_above_lowest_kcal_mol": 116.45
}

=====

- Number 5 is which compound?
  C4H12NO2

=====

Repeat the fourth record exactly.
{
  "formula": "C6H9N3O2",
  "method": "the ωB97M-V functional and the def2-TZVPD basis",
  "species": ["C", "C", "C", "C", "C", "C", "H", "H", "H", "H", "H", "H", "H", "H", "H", "N", "N", "N", "O", "O"],
  "coordinates": [[-0.559, 1.021, -0.914], [-1.059, 1.149, -2.393], [0.323, -0.234, -0.787], [0.731, -0.705, 0.625], [1.485, -1.758, 0.984], [0.835, -0.664, 2.816], [-2.361, 0.282, 0.039], [-1.264, 1.104, 0.976], [0.024, 1.893, -0.751], [1.176, 0.004, -1.435], [-0.121, -1.105, -1.301], [1.888, -2.540, 0.377], [0.926, -0.405, 3.888], [2.142, -2.166, 3.052], [-1.693, 2.359, -3.583], [-1.670, 1.029, 0.012], [0.306, -0.001, 1.817], [1.442, -1.827, 2.395], [-0.742, 0.304, -3.194], [-1.809, 2.261, -2.624]],
  "smiles": "N[C@@H](Cc1c[nH]cn1)C(=O)O",
  "total_energy_ha": -548.77777,
  "e_homo_ev": -8.73,
  "e_above_lowest_kcal_mol": 27.37
}